Entry 1:
{
  "formula": "C21H13CrN3O5",
  "method": "ωB97M-V/def2-TZVPD",
  "symbols": ["O", "C", "Cr", "C", "O", "C", "O", "C", "C", "C", "C", "C", "C", "C", "C", "C", "C", "C", "C", "C", "C", "C", "H", "H", "H", "H", "H", "H", "H", "H", "H", "H", "H", "N", "C", "N", "C", "N", "O", "O", "C", "H", "H"],
  "coordinates": [[4.07683, 4.41506, 1.21751], [3.89820, 3.30026, 0.93493], [3.65114, 1.42281, 0.86861], [2.13103, 1.74120, 1.94009], [1.33300, 2.08546, 2.72900], [4.64012, 1.46819, 2.46645], [5.18156, 1.68559, 3.48170], [5.11810, 0.75944, -0.61000], [4.09544, 1.48318, -1.21386], [2.75913, 1.12424, -0.98527], [2.46550, -0.10646, -0.33037], [1.07267, -0.55764, -0.22532], [-0.13836, -0.50930, 0.06332], [-1.43775, -0.73133, 0.50594], [-2.37841, 0.35775, 0.50429], [-3.66711, 0.20581, 1.05777], [-4.54343, 1.29111, 1.13306], [-4.15993, 2.54207, 0.60213], [-2.88920, 2.70863, 0.03112], [-1.99709, 1.62469, -0.02365], [3.48847, -0.64410, 0.50323], [4.82659, -0.27636, 0.27432], [6.15774, 1.06807, -0.74994], [4.30234, 2.35952, -1.82743], [1.92713, 1.77827, -1.28851], [-1.65099, -1.58377, 1.20235], [-3.96653, -0.78627, 1.42043], [-5.50567, 1.19196, 1.63981], [-4.84137, 3.40563, 0.66081], [-2.56115, 3.68667, -0.33375], [-1.00462, 1.72033, -0.44892], [3.22477, -1.34838, 1.31005], [5.61306, -0.80554, 0.81530], [-2.41317, -2.35520, -0.45875], [-3.36776, -3.22434, -0.00724], [-3.77488, -4.13784, -0.91840], [-3.00949, -3.82246, -2.01799], [-3.07789, -4.56214, -3.22612], [-2.33394, -4.19500, -4.16411], [-3.84524, -5.52600, -3.32276], [-2.16210, -2.71982, -1.74614], [-3.76873, -3.20935, 1.00703], [-1.46802, -2.32460, -2.47072]],
  "atomic_forces_ev_per_a": [[-0.5, -3.5, -1.3], [0.1, 4.3, 1.4], [1.6, 1.2, 0.7], [-3.0, 1.6, 3.5], [2.7, -1.5, -3.1], [1.8, 0.9, 5.0], [-1.7, -1.0, -3.8], [1.3, -0.2, -0.7], [-0.2, 0.5, -0.6], [-1.5, -0.2, -1.0], [-2.6, -0.5, 0.7], [0.8, 1.2, 0.0], [0.9, -1.2, 0.3], [1.0, 0.3, 1.8], [-0.6, 1.1, -0.5], [0.0, 0.2, 0.0], [0.4, 0.3, -0.2], [0.1, -0.1, 0.2], [0.3, -0.6, 0.1], [-1.1, -0.2, 0.4], [-0.8, -1.4, 0.1], [0.2, -0.6, 0.3], [-0.4, -0.1, 0.0], [0.1, -0.2, 0.3], [0.5, -0.7, -0.3], [1.0, 1.6, -0.3], [0.1, 0.5, 0.0], [0.3, 0.0, -0.3], [0.4, -0.6, 0.0], [-0.3, -0.4, 0.1], [-0.1, 0.2, 0.0], [0.2, 0.1, -0.9], [-0.2, 0.4, -0.1], [0.2, -1.0, -3.5], [0.1, -0.4, -1.2], [1.2, 0.2, -2.2], [-2.5, -1.3, 3.2], [-0.5, -2.1, -3.0], [-0.8, 0.1, 1.9], [1.1, 1.8, 0.8], [-0.3, 0.7, 2.3], [0.2, 0.1, -0.3], [0.2, 0.5, 0.4]],
  "mulliken_charge": [-0.270, 0.374, 0.016, 0.436, -0.322, 0.392, -0.288, -0.537, -0.408, -0.499, 0.898, -0.337, -0.160, -0.606, 1.141, -0.252, -0.783, -0.327, -0.664, -0.333, -0.542, -0.444, 0.452, 0.562, 0.535, 0.157, 0.229, 0.374, 0.358, 0.368, 0.413, 0.509, 0.576, -0.146, -0.174, -0.517, 0.229, 0.919, -0.530, -0.476, -0.252, 0.432, 0.499],
  "spin_multiplicity": 4,
  "gap_ev": [6.33, 5.59],
  "largest_force_ha_per_bohr": 0.10411,
  "charge": 1,
  "total_energy_ha": -2392.4206
}

=====

Entry 2:
{
  "formula": "C21H13N3O10S2SbScSe4",
  "method": "ωB97M-V/def2-TZVPD",
  "symbols": ["Sc", "O", "C", "O", "C", "C", "C", "C", "C", "N", "C", "O", "O", "H", "H", "H", "H", "H", "O", "C", "C", "C", "C", "C", "C", "C", "O", "N", "O", "O", "H", "H", "H", "H", "Se", "Sb", "Se", "Se", "Se", "O", "S", "O", "N", "C", "S", "C", "C", "C", "C", "C", "C", "H", "H", "H", "H"],
  "coordinates": [[-0.51345, -0.53424, 0.70561], [1.55233, -0.68617, -4.40111], [1.15068, -1.70800, -3.74559], [0.52088, -1.64165, -2.56004], [1.01069, -3.07872, -3.88049], [1.54159, -4.27189, -4.34361], [1.48863, -5.34931, -3.49513], [1.17275, -5.10142, -2.11966], [0.69356, -3.91862, -1.68689], [0.16340, -3.05936, -2.67773], [0.45343, -3.50773, -0.29370], [0.87712, -4.28334, 0.69927], [-0.12518, -2.45986, -0.06434], [1.42618, 0.13890, -3.83338], [2.02937, -4.33433, -5.30801], [1.84158, -6.32304, -3.79888], [1.33267, -5.90683, -1.40933], [1.42466, -4.99890, 0.35277], [1.69562, 0.90342, -2.28042], [1.56359, 2.03612, -1.84744], [1.90055, 2.43084, -0.48050], [2.32643, 3.73886, -0.30212], [2.82967, 4.13589, 0.92108], [2.90488, 3.23747, 1.99153], [2.44439, 1.95701, 1.84394], [1.87768, 1.51940, 0.62229], [1.32506, 0.36547, 0.51186], [3.30686, 5.49353, 1.08760], [3.26904, 6.24704, 0.12637], [3.74318, 5.82429, 2.18126], [1.20016, 2.83897, -2.50893], [2.28802, 4.44438, -1.12195], [3.30994, 3.57583, 2.93364], [2.44908, 1.26315, 2.67250], [-3.40492, 4.79294, -6.85559], [-1.43225, 4.18465, -5.65466], [-1.74599, 0.50277, -1.43295], [-1.54251, 1.83291, -4.19960], [-0.64794, 1.83806, -6.50212], [0.10854, 1.21623, 4.06040], [-0.86544, 0.47305, 3.30141], [-0.38904, -0.92140, 2.92109], [-1.40522, 1.14431, 1.95357], [-2.71521, 0.47990, 1.75700], [-3.04986, -0.49804, 0.28652], [-3.29081, 0.06138, 2.94234], [-4.56579, -0.51469, 3.25379], [-4.89399, -0.76233, 4.55989], [-4.01176, -0.50952, 5.64008], [-2.74015, -0.03814, 5.36689], [-2.40479, 0.23875, 4.05357], [-5.26964, -0.72623, 2.45828], [-5.87719, -1.16692, 4.78174], [-4.31812, -0.71561, 6.65807], [-2.01294, 0.10078, 6.15979]],
  "atomic_forces_ev_per_a": [[-0.2, 1.4, 0.5], [-0.1, 0.4, 0.0], [0.0, -0.4, 0.2], [-0.1, 0.3, 0.1], [-0.1, 0.1, -0.1], [0.0, 0.0, -0.2], [-0.1, -0.2, 0.2], [0.3, -0.7, -0.3], [-0.2, 0.8, 0.9], [0.0, 0.1, -0.2], [0.1, -0.3, -1.2], [0.0, 0.1, 0.3], [0.2, -0.5, 0.5], [0.2, -0.2, 0.0], [0.1, 0.1, 0.0], [0.0, 0.0, 0.0], [0.0, 0.0, 0.0], [-0.1, 0.0, 0.0], [0.0, 0.1, -0.2], [-0.2, -0.3, 0.0], [0.1, 0.1, 0.1], [0.0, 0.0, 0.0], [0.0, 0.0, 0.0], [0.0, 0.1, -0.1], [0.0, -0.1, 0.0], [-0.1, 0.3, -0.3], [-0.3, -0.7, 0.2], [0.1, 0.0, 0.0], [0.0, 0.0, 0.0], [0.0, 0.0, 0.0], [0.1, 0.0, 0.0], [0.0, 0.0, 0.0], [0.0, 0.0, 0.0], [-0.1, 0.0, 0.0], [-0.2, 0.0, 0.0], [0.3, -0.7, 0.2], [-0.9, -0.5, 1.4], [0.2, 0.5, -1.3], [-0.2, 0.2, 0.8], [0.0, -0.1, -0.1], [-0.6, -0.1, 0.2], [0.4, 0.3, -0.6], [0.5, -1.1, -0.6], [-0.1, 0.3, -0.4], [1.2, 0.7, -0.6], [-0.4, 0.0, 0.5], [0.2, 0.0, -0.1], [0.0, 0.0, 0.1], [-0.1, 0.0, 0.0], [0.0, 0.0, 0.0], [0.0, -0.1, 0.0], [0.0, 0.0, 0.0], [0.0, 0.0, 0.0], [0.0, 0.0, 0.0], [0.0, 0.0, 0.0]],
  "mulliken_charge": [0.570, -0.464, 0.936, 0.323, -0.420, -0.473, -0.851, -0.283, 0.352, -0.317, 0.588, -0.430, -0.449, 0.562, 0.408, 0.367, 0.242, 0.298, -0.621, -0.421, 0.678, -0.519, -0.290, -0.529, -0.280, 0.435, -0.781, 1.007, -0.650, -0.655, 0.372, 0.542, 0.447, 0.423, -0.682, 0.174, 0.094, 0.027, -0.485, -0.713, 1.304, -0.666, -0.359, -0.011, -0.430, 0.774, -0.886, -0.298, -0.587, -0.468, -0.290, 0.344, 0.331, 0.331, 0.378],
  "gap_ev": 3.68,
  "largest_force_ha_per_bohr": 0.03368,
  "relative_energy_ev": 8.781,
  "charge": -2,
  "total_energy_ha": -13127.8339
}